Here is a structure of composition C8H17N2Pt in a non-equilibrium geometry from OMol25. Energies are from wB97M-V/def2-TZVPD.

Kohn-Sham gap (alpha / beta)   0.1477 / 0.2008 Eh
LUMO energy (alpha / beta)   -3.39 / -6.54 eV
Highest occupied orbital energy (alpha / beta)   -0.272 / -0.441 Eh
Charge   +1
Largest force on an atom   0.1021 hartree/bohr
<S²>   6.058
Total energy   -543.3571 hartree
2S+1   5

The geometry in XYZ format:
```
28
Properties=species:S:1:pos:R:3:forces:R:3
C -1.800 0.547 -3.168 -0.4 1.1 -2.0
Pt 0.630 -0.218 -1.550 -1.9 0.8 0.2
N 2.307 -0.335 -0.353 2.5 -0.3 1.5
N 1.651 -0.985 -3.417 0.1 -0.4 -0.7
H 2.261 -1.182 0.231 0.2 0.5 -0.2
H -0.911 0.976 -2.684 -0.5 0.2 0.1
H -2.721 1.083 -2.899 0.4 -0.1 0.5
H -1.917 -0.515 -2.884 0.1 0.5 -0.8
H -1.689 0.861 -4.292 -0.1 -1.4 1.8
H 2.038 -1.932 -3.300 -0.2 0.5 -0.1
H 2.425 -0.397 -3.756 -0.4 -0.3 0.3
H 1.001 -1.054 -4.213 0.2 0.0 0.4
H 3.208 -0.363 -0.850 -0.3 0.0 0.4
H 2.344 0.467 0.294 -0.1 -0.5 -0.2
C -0.443 0.830 0.003 -0.2 -0.5 -0.1
C -0.513 0.352 1.430 2.4 -3.5 -3.1
C -0.024 -0.883 1.878 -0.5 0.9 0.6
C -0.112 -1.220 3.237 1.8 -2.7 -3.2
C -0.700 -0.337 4.150 -2.2 3.6 2.4
C -1.209 0.883 3.707 0.4 -0.9 0.4
C -1.117 1.224 2.358 -1.8 2.6 2.7
H 0.037 1.831 0.016 -0.2 -0.1 -0.3
H -1.485 0.973 -0.352 0.4 0.1 0.1
H 0.413 -1.587 1.194 0.0 -0.2 -0.3
H 0.274 -2.169 3.585 0.0 0.0 -0.1
H -0.766 -0.598 5.197 0.0 0.0 0.0
H -1.671 1.569 4.407 0.0 -0.1 -0.1
H -1.511 2.179 2.033 0.0 -0.1 -0.1
```
Positions in Å, forces in eV/Å.